Entry from OMol25: a cluster of 14 separate species, C30H27Cl52F6N4O4 in total (ωB97M-V/def2-TZVPD).

**Energy relative to the best compared isomer or geometry (same formula, charge and spin)**: 0.0 kcal per mole
**HOMO energy**: -0.4105 hartree

ORCA input file:
```
! RIJCOSX wB97M-V def2-TZVPD def2/J DEFGRID3
* xyz 1 1
H 0.59852 3.03981 -2.71100
C 0.81851 2.17584 -3.34710
Cl 4.08025 -4.41692 8.80272
F -1.31899 -0.34176 6.10967
C -1.68322 0.15396 -1.24852
H -6.90632 1.43257 4.63290
Cl 5.13451 4.42281 -7.17579
C 5.64787 0.00778 -13.34248
H -2.77627 -2.56055 2.67637
Cl 6.45440 -3.11490 7.80408
H -5.68739 3.28481 4.88705
Cl 7.97208 -0.58948 9.02113
F -4.70357 -2.44587 6.15520
O -2.99881 1.58010 8.45900
Cl -5.33889 6.02035 -0.57672
F -3.79633 0.75287 5.35831
Cl 6.91618 3.92798 -12.22201
Cl 6.67513 -3.08892 -17.19368
Cl 4.68771 -1.46923 -13.19522
Cl 2.80418 4.87697 -5.52652
C -3.98720 -1.67116 5.35815
F -2.86185 -2.38046 4.98229
Cl -9.78752 -3.28096 4.89758
Cl 5.53245 -2.57217 10.48140
C -5.83081 2.04142 3.11098
Cl 7.00154 -0.27896 -14.43779
H -3.76230 1.71318 2.67487
Cl 6.52252 -5.23919 13.96763
C -1.21064 1.44598 -1.95582
C -4.79302 -1.39587 4.04665
C -3.09480 0.39719 -0.73429
C -4.72502 1.46899 2.21873
Cl 3.51029 -2.33491 -5.40484
Cl 6.24905 0.48084 -11.75049
H 0.80204 2.44315 -4.39876
Cl 0.18723 4.03713 -11.36045
Cl -10.92403 -0.66156 5.30727
H -5.97786 4.16792 3.43020
Cl -2.98285 6.52189 1.00871
H -6.65639 0.24856 0.02412
Cl -3.94452 3.81958 0.67041
C -2.31288 1.23326 7.53762
Cl 8.76579 5.29567 -10.47981
C -0.17993 1.05553 -3.02224
Cl 4.03975 -1.59040 8.21214
Cl 1.52852 -4.78146 4.29717
Cl -8.16957 -1.16423 5.99751
Cl 10.83733 -0.43608 9.30514
C -9.46446 -1.54709 4.85536
H 2.23082 1.23447 -2.18355
C -3.49419 -2.01030 2.07672
Cl -8.98867 -1.07738 3.21489
Cl 7.97162 -3.38539 15.63815
Cl 8.40375 -3.97103 -15.05876
C 9.49689 -0.37737 8.15800
Cl 6.45636 -2.41549 13.38351
H -4.35011 3.55201 3.78723
Cl 8.87787 -3.91854 12.95034
Cl -0.29549 -2.56943 4.62233
H -0.96407 -0.03627 -0.46076
F -2.30390 -1.10200 7.91715
C 8.35261 -3.21364 -16.65426
Cl -3.18218 -7.57797 5.26094
Cl 2.39100 -2.38617 5.65107
C -3.70718 -0.33986 6.15387
Cl 3.56548 -2.76257 -8.25770
H 0.40199 0.19666 -2.68545
C -4.03042 -0.80980 2.84758
Cl 2.42102 -0.34413 -7.18323
C 7.13865 5.32219 -11.16444
H -3.14127 1.32165 -0.17118
C 5.02950 -2.92665 8.82590
C 2.64053 -2.07894 -6.92064
H -2.05573 1.97542 -2.38408
Cl -3.82676 -4.81380 4.75377
Cl 4.63859 1.31378 -13.96984
Cl 1.05757 -2.86395 -6.83361
H -3.71301 0.56943 -1.61530
Cl 3.55843 2.19083 -6.27252
Cl 9.05928 -1.59520 -16.55747
N 2.19931 1.74376 -3.05975
O -1.43173 2.07828 6.94609
Cl 9.68457 -1.67407 6.96762
Cl -5.81911 -6.57522 5.86393
H -1.49976 2.00618 5.98788
C -4.45477 -6.46910 4.75050
Cl 9.49666 1.18349 7.32936
Cl 9.27307 -4.18863 -17.80221
C -3.74893 5.41373 -0.12371
Cl -2.74428 5.23738 -1.56068
Cl -4.98948 -6.89148 3.11686
C 1.40710 3.03729 -12.15957
O -5.97224 -1.67590 4.02093
Cl 1.24047 3.19188 -13.91174
C 4.16803 3.79070 -5.84051
O -6.28967 1.05456 4.00251
C 1.39333 -3.02328 4.34477
C -2.73298 -1.48633 0.86907
H -0.66536 2.05922 -1.24150
H -0.68055 0.74495 -3.93867
C -4.81740 -0.39603 0.66370
H -1.92584 -0.86392 1.24627
Cl 3.01780 3.56797 -11.67383
H -2.36702 -2.36604 0.35066
Cl 5.16977 3.67238 -4.38802
H -3.17614 -0.26663 3.25895
N -5.93627 -0.45629 -0.03103
H -4.28382 -2.70773 1.79157
N -3.68662 -0.77530 -0.01267
N -4.90203 0.00426 2.00716
C 7.45951 -3.74237 13.98781
Cl 1.93452 -2.34710 2.79815
H -6.66461 2.30186 2.44575
H -4.77247 2.07999 1.29650
H -1.71926 -0.63302 -1.99792
C -2.37905 -0.21438 6.92913
C -5.41501 3.33167 3.83595
Cl 1.18239 1.34660 -11.69396
Cl 5.94170 5.23567 -9.86106
H -6.04063 -1.22240 -0.67803
F -4.67447 -0.26002 7.07345
Cl 6.90480 6.81404 -12.07902
H 2.78712 2.55482 -2.90620
*
```